1.
A molecular structure, C14H26NOsP, computed with ωB97M-V/def2-TZVPD.

The geometry in XYZ format:
```
43
Properties=species:S:1:pos:R:3:mulliken_charge:R:1
C 0.348 3.295 -1.796 -0.69
C -0.940 2.941 -1.423 -0.86
C -1.156 1.792 -0.659 -0.02
C -0.050 1.048 -0.198 0.61
C 1.256 1.413 -0.598 0.67
C 1.445 2.529 -1.411 -0.70
C -2.599 1.443 -0.396 -1.25
C -2.941 0.007 0.042 -0.96
N -1.919 -0.973 -0.396 -0.23
Os -0.274 -0.587 1.071 1.21
C 2.421 0.611 -0.115 -1.43
P 1.856 -1.010 0.653 0.89
H -1.815 3.527 -1.733 0.51
H 2.450 2.810 -1.711 0.56
H 0.485 4.168 -2.418 0.46
H 3.004 1.162 0.637 0.50
H 3.105 0.355 -0.935 0.70
H -2.990 2.093 0.410 0.46
H -3.208 1.631 -1.299 0.53
H -2.948 -0.070 1.140 0.45
C 2.866 -1.255 2.138 -1.40
C 2.625 -2.196 -0.519 -1.47
H -3.914 -0.324 -0.359 0.53
C -1.669 -0.882 -1.879 -0.90
C -2.332 -2.371 -0.059 -0.76
H -1.001 -0.849 2.723 0.10
H -2.109 -1.765 -2.362 0.36
H -2.162 -0.006 -2.306 0.41
H -0.598 -0.837 -2.110 0.20
H -2.762 -2.867 -0.941 0.39
H -1.435 -2.924 0.256 0.35
H -3.061 -2.350 0.757 0.37
H 3.723 -2.093 -0.479 0.48
H 2.295 -3.197 -0.198 0.47
H 2.261 -1.967 -1.532 0.47
H 3.927 -1.301 1.884 0.42
H 2.743 -0.464 2.878 0.46
H 2.576 -2.200 2.606 0.43
H 0.432 -1.961 -0.269 -0.05
C 0.442 0.708 2.501 -1.63
H -0.423 1.140 3.030 0.47
H 1.012 1.537 2.064 0.42
H 1.035 0.239 3.309 0.48
```

Values from the calculation:
frontier orbital gap (spin up / spin down)	8.21 / 5.57	eV
LUMO energy (spin up / spin down)	-6.91 / -10.91	eV
2S+1	5
net charge	+2

=====

2.
A molecular structure, C14H26O8Zn, computed with ωB97M-V/def2-TZVPD.

The geometry in XYZ format:
```
49
Properties=species:S:1:pos:R:3:mulliken_charge:R:1
Zn -0.118 -0.201 -0.093 0.36
C -2.281 3.002 1.458 -0.83
C -1.561 1.919 0.798 0.96
C -1.494 2.020 -0.771 0.29
O -0.924 1.058 -1.323 -0.57
C -2.073 3.136 -1.473 -0.79
C -2.676 4.082 -0.740 0.35
C -2.780 4.033 0.771 0.17
O -3.387 4.985 1.445 -0.71
O -3.160 5.079 -1.419 -0.71
O -0.947 0.927 1.256 -0.70
H -2.355 2.965 2.534 0.45
H -2.041 3.101 -2.551 0.46
C 1.643 -1.520 -3.907 -1.32
C 0.767 -0.536 -3.018 -0.24
O 0.332 -1.192 -1.817 0.04
H 2.639 -1.730 -3.518 0.30
H 1.833 -1.074 -4.883 0.40
H 1.130 -2.460 -4.107 0.40
H -0.069 -0.295 -3.675 0.28
H 1.326 0.385 -2.851 0.31
H 0.030 -2.040 -2.152 0.20
C 2.983 -2.176 1.821 -1.08
C 1.726 -2.462 1.000 -0.25
O 0.721 -1.531 1.312 0.05
H 3.305 -1.135 1.817 0.10
H 3.805 -2.765 1.412 0.41
H 2.989 -2.579 2.834 0.39
H 1.351 -3.460 1.229 0.37
H 2.008 -2.466 -0.053 0.18
H 0.477 -1.611 2.237 0.24
C 2.591 1.618 1.855 -1.05
C 2.222 1.938 0.400 -0.38
O 1.759 0.696 -0.167 -0.10
H 2.765 2.527 2.430 0.44
H 3.528 1.065 1.928 0.28
H 1.818 1.044 2.367 0.20
H 3.022 2.305 -0.244 0.43
H 1.422 2.677 0.452 0.24
H 2.557 0.283 -0.505 0.21
C -3.273 -2.159 1.564 -1.23
C -2.266 -2.519 0.583 -0.07
O -1.969 -1.314 -0.125 -0.10
H -2.940 -1.336 2.196 0.25
H -3.503 -2.989 2.232 0.41
H -4.195 -1.859 1.066 0.36
H -2.606 -3.363 -0.017 0.30
H -1.370 -2.911 1.064 0.07
H -2.760 -1.164 -0.649 0.24
```

Values from the calculation:
frontier orbital gap	5.75	eV
LUMO energy	-0.64	eV
ΔE to the lowest compared entry with this formula, charge and spin	164.9	kJ/mol

=====

| no. | F_max (eV/Å) |
| --- | --- |
| 1 | 3.86 |
| 2 | 7.33 |